Record 1
{
  "formula": "C44H81N7O8S4",
  "method": "wB97M-V/def2-TZVPD",
  "homo_lumo_gap_ha": 0.3826,
  "smiles": "O=S1(=O)CCCC1.O=S1(=O)CCCC1.O=S1(=O)CCCC1.O=S1(=O)CCCC1.CCCC#N.CCCC#N.CCCC#N.CCCC#N.CCCC#N.CCCC#N.CCCC#N",
  "charge": 0,
  "elements": ["O", "S", "O", "C", "C", "C", "C", "H", "H", "H", "H", "H", "H", "H", "H", "O", "S", "O", "C", "C", "C", "C", "H", "H", "H", "H", "H", "H", "H", "H", "O", "S", "O", "C", "C", "C", "C", "H", "H", "H", "H", "H", "H", "H", "H", "O", "S", "O", "C", "C", "C", "C", "H", "H", "H", "H", "H", "H", "H", "H", "C", "C", "C", "C", "N", "H", "H", "H", "H", "H", "H", "H", "C", "C", "C", "C", "N", "H", "H", "H", "H", "H", "H", "H", "C", "C", "C", "C", "N", "H", "H", "H", "H", "H", "H", "H", "C", "C", "C", "C", "N", "H", "H", "H", "H", "H", "H", "H", "C", "C", "C", "C", "N", "H", "H", "H", "H", "H", "H", "H", "C", "C", "C", "C", "N", "H", "H", "H", "H", "H", "H", "H", "C", "C", "C", "C", "N", "H", "H", "H", "H", "H", "H", "H"],
  "coordinates": [[-1.7652, -2.2723, -0.1856], [-2.3799, -2.8862, 0.9772], [-3.6189, -3.6279, 0.7773], [-1.2204, -3.9454, 1.9327], [-1.2651, -3.3481, 3.3554], [-1.3426, -1.8004, 3.2066], [-2.5255, -1.5338, 2.2719], [-0.2304, -3.8962, 1.4610], [-1.5277, -5.0008, 1.8704], [-2.2137, -3.6124, 3.8204], [-0.5099, -3.6798, 4.0414], [-0.4378, -1.4152, 2.6564], [-1.5302, -1.3385, 4.1940], [-2.5104, -0.5533, 1.7344], [-3.5238, -1.6007, 2.6884], [4.7784, -1.4306, -0.6980], [5.5233, -0.5177, 0.1158], [5.1334, -0.5126, 1.4880], [7.3106, -0.8418, 0.1231], [7.7900, 0.6172, 0.2030], [7.0246, 1.5281, -0.7387], [5.4620, 1.2641, -0.5010], [7.5979, -1.3782, -0.8761], [7.5988, -1.5437, 0.9375], [7.7441, 0.8943, 1.2578], [8.8510, 0.6979, -0.0221], [7.2505, 1.3105, -1.8425], [7.1455, 2.5453, -0.6247], [4.8230, 1.3216, -1.3844], [5.0635, 1.8115, 0.3630], [5.7206, 5.7048, 3.1302], [4.7628, 4.7955, 2.4952], [5.2275, 3.7959, 1.5953], [3.8329, 4.0598, 3.8478], [2.4434, 4.6729, 3.8206], [2.4332, 5.9832, 2.9367], [3.3867, 5.6914, 1.7416], [4.3444, 4.3125, 4.7762], [3.9138, 2.9853, 3.6666], [1.7617, 3.9707, 3.3512], [2.0293, 4.8545, 4.7578], [2.7683, 6.8320, 3.5201], [1.4357, 6.1306, 2.5805], [3.6751, 6.6727, 1.4279], [2.9563, 5.1702, 0.9537], [-5.4723, -0.5836, 1.8569], [-5.8527, -1.0051, 0.5292], [-4.9282, -0.8536, -0.5874], [-6.6252, -2.6737, 0.5965], [-8.1327, -2.3544, 0.6338], [-8.3440, -1.1640, -0.3359], [-7.3332, -0.1623, 0.0415], [-6.1902, -3.1657, 1.4141], [-6.3158, -3.2368, -0.3294], [-8.7689, -3.1938, 0.2772], [-8.5305, -2.0380, 1.6259], [-9.3516, -0.7837, -0.2065], [-8.2266, -1.4435, -1.4297], [-7.6362, 0.3704, 0.9656], [-7.1201, 0.5941, -0.7462], [2.5160, -4.4951, -0.9368], [2.2480, -3.4363, -2.0076], [1.1810, -2.4823, -1.5532], [1.4194, -1.8997, -0.2167], [1.2973, -1.3817, 0.8102], [1.7083, -5.1268, -0.7313], [2.7280, -3.9561, -0.0186], [3.4378, -5.0655, -1.2663], [1.9047, -3.8460, -2.9736], [3.2104, -2.9969, -2.1817], [0.1554, -2.8698, -1.4837], [1.1477, -1.6547, -2.2272], [-3.5289, 2.6096, -4.3085], [-3.0548, 4.0796, -4.3056], [-1.7478, 4.1925, -3.6658], [-0.7140, 3.5545, -4.6023], [0.0883, 3.1528, -5.3411], [-3.2249, 2.0543, -3.4017], [-3.0967, 1.9213, -5.1328], [-4.6080, 2.4684, -4.3536], [-3.8105, 4.7053, -3.8395], [-2.8893, 4.3885, -5.3615], [-1.5611, 3.7480, -2.6678], [-1.4053, 5.2093, -3.6329], [-3.5994, 1.5638, 6.6558], [-2.8448, 1.0018, 5.5154], [-1.8374, 1.9902, 5.0343], [-2.3910, 3.1674, 4.3973], [-2.9827, 4.0122, 3.9106], [-4.3141, 2.3064, 6.2573], [-2.8698, 1.9043, 7.3927], [-4.1716, 0.8448, 7.1884], [-3.6497, 0.7236, 4.7682], [-2.4056, 0.0998, 5.9084], [-1.1598, 1.5475, 4.3234], [-1.1306, 2.3104, 5.8085], [4.6844, -2.7454, 4.6627], [3.7962, -1.5045, 4.8424], [2.8361, -1.3401, 3.6297], [2.1118, -0.1108, 3.8234], [1.5370, 0.8909, 3.9386], [5.3561, -2.6359, 3.8006], [4.0607, -3.7174, 4.6793], [5.4184, -2.7057, 5.5091], [4.3503, -0.5426, 4.8489], [3.2192, -1.5495, 5.7524], [2.0275, -2.1399, 3.5574], [3.3634, -1.3670, 2.6574], [1.4682, -1.0312, -8.2232], [1.4211, -1.0097, -6.6687], [2.1931, 0.1662, -6.1208], [3.6615, 0.0466, -6.2358], [4.7636, -0.1037, -6.5255], [2.4811, -0.9930, -8.6494], [0.9105, -0.1722, -8.5652], [1.0276, -1.8844, -8.6969], [1.7744, -1.9438, -6.2289], [0.3731, -0.8941, -6.2964], [1.9302, 0.3351, -5.1129], [1.9076, 1.1136, -6.5931], [-3.4866, -4.0784, -4.3152], [-2.6870, -3.0643, -3.4698], [-1.7937, -2.1638, -4.2920], [-2.5682, -1.2968, -5.1901], [-3.1286, -0.5533, -5.8516], [-2.9001, -4.6232, -5.0333], [-4.2474, -3.5650, -4.9099], [-4.0556, -4.7318, -3.6144], [-2.0840, -3.5369, -2.6869], [-3.4513, -2.5045, -2.9242], [-1.2718, -2.7536, -4.9867], [-1.0645, -1.5406, -3.7748], [-0.8705, 1.8095, 1.5185], [-0.1993, 1.6511, 0.2091], [-1.1434, 1.0463, -0.8031], [-0.4452, 0.8360, -2.0672], [0.0780, 0.5718, -3.0698], [-1.2040, 0.8246, 1.8759], [-1.7115, 2.4333, 1.4490], [-0.2188, 2.2174, 2.2800], [0.6567, 1.0089, 0.2200], [0.1902, 2.5923, -0.1876], [-1.9442, 1.6586, -1.0603], [-1.5253, 0.0618, -0.3708]],
  "forces_ev_per_angstrom": [[0.2, -0.6, 0.3], [-0.5, 0.7, 0.5], [0.6, 0.5, 0.4], [0.3, -0.1, 0.1], [-1.0, 0.8, -0.6], [0.3, -0.1, -0.6], [-0.1, -0.1, -1.1], [-0.2, 0.4, 0.2], [-0.3, 0.5, 0.0], [-0.2, -0.4, 0.0], [0.7, -0.2, 0.0], [-0.6, -0.2, 1.0], [0.5, 0.0, -0.6], [0.1, -1.0, 0.3], [0.0, -0.3, 0.4], [0.0, -0.3, -1.1], [-0.5, 0.1, -0.4], [-0.2, 0.5, 1.8], [0.1, -0.4, -2.4], [1.6, -0.3, 0.5], [-2.5, -2.3, -1.8], [1.7, -1.6, 0.4], [-0.6, 1.2, 1.6], [-0.5, 0.9, -0.3], [-0.4, 0.4, -0.1], [0.2, -0.2, -0.1], [-0.2, 0.0, 1.6], [0.8, 2.1, 0.6], [0.2, -0.1, 0.2], [0.2, -0.1, -0.4], [-1.0, -0.5, -1.0], [0.3, 1.8, 1.7], [0.5, -0.9, -0.9], [0.2, 0.0, 0.1], [-0.1, 0.0, -2.3], [0.8, -2.1, 0.3], [0.2, 1.8, 2.7], [0.3, 0.0, -0.2], [-0.4, 0.1, 0.2], [-0.1, -0.2, -0.2], [-0.4, 0.4, 1.8], [0.1, 0.2, -0.1], [-0.6, 0.4, -0.2], [0.9, 0.3, -0.6], [-0.7, -1.3, -1.3], [0.1, -0.2, 0.0], [0.2, -0.3, -1.6], [-0.1, -0.5, 1.0], [-0.2, 0.7, -1.7], [-0.7, -0.3, -0.6], [-0.5, -1.3, -1.1], [0.1, 2.4, 0.6], [0.4, -0.7, 1.3], [-0.4, 0.8, 0.8], [0.6, 0.3, 0.4], [0.6, -0.4, -0.5], [-0.1, 0.1, -0.1], [-0.1, 0.0, 1.3], [0.0, -0.1, -0.5], [0.1, -0.6, 0.6], [2.2, 0.5, -1.1], [-0.5, -1.4, 0.0], [0.2, 0.6, 0.7], [-1.0, 0.6, 0.5], [0.5, -0.5, -0.6], [-1.3, -1.2, 0.1], [0.4, -0.1, 0.2], [-1.1, 0.3, 0.7], [0.2, -0.2, 0.4], [0.2, 0.9, -0.2], [0.3, -0.3, -0.1], [-0.2, 0.8, -0.5], [0.6, -1.8, -0.7], [-1.6, -1.4, -1.3], [3.5, -0.8, -0.3], [0.6, -0.1, -0.1], [-1.2, 0.5, 1.1], [0.0, 0.5, 0.0], [-0.5, 1.5, 1.0], [-0.1, 0.3, -0.2], [0.1, 0.2, 0.0], [-0.6, 0.1, 0.6], [-0.6, 0.1, -0.4], [0.1, 0.7, 0.3], [-0.6, 1.1, 0.6], [-1.9, -0.9, -0.5], [1.6, 0.0, -0.6], [-0.4, -0.7, 0.5], [-0.3, 0.9, -0.5], [0.5, 0.2, 0.8], [-0.3, 0.8, 0.1], [-0.7, -0.9, 0.2], [1.4, 0.2, 0.2], [0.7, -0.4, -0.4], [0.3, -0.3, -0.6], [-0.4, 0.0, 0.3], [0.3, 0.0, 1.3], [0.0, 0.0, -1.6], [-0.7, -1.4, 0.2], [-1.0, 1.9, -0.7], [0.6, -1.1, 0.1], [-0.7, -0.3, -0.2], [1.2, 1.5, -0.2], [-0.7, -0.6, -0.4], [0.2, -0.8, 0.2], [-0.2, -0.1, 0.4], [1.1, 0.7, 0.2], [-0.2, 0.3, 0.6], [0.3, 0.2, 0.6], [-0.7, -0.4, -0.8], [0.7, 0.7, -0.3], [-0.5, -0.3, -0.7], [0.1, 0.1, 0.4], [-0.1, 0.2, 0.5], [0.0, 0.4, -0.3], [-0.5, -0.7, 0.1], [0.2, 0.0, -0.1], [0.6, 0.0, -0.5], [-0.2, 0.1, 1.4], [0.0, -0.2, -0.2], [-0.7, 0.4, 0.9], [-0.7, -0.4, 0.5], [-0.9, 0.8, -0.4], [0.4, 0.1, 0.9], [-0.5, 0.4, -0.6], [0.4, -0.6, 0.0], [0.1, 0.2, 0.1], [0.6, 0.1, -0.7], [-0.1, -0.2, -0.3], [0.3, 0.3, 0.1], [1.2, -1.1, -0.8], [-0.2, 0.0, 0.3], [0.7, -1.0, 1.0], [0.4, 0.7, -1.0], [0.9, -2.0, 0.4], [0.5, -1.3, -1.4], [-0.5, 0.5, 1.3], [0.1, 0.3, 0.0], [-1.3, 0.9, -0.1], [0.3, 0.1, 0.1], [0.6, -0.5, 0.5], [-0.1, 0.2, 0.1], [-1.8, 1.2, 0.0], [0.4, 1.0, -1.0]],
  "mulliken_charge": [-0.152, 0.796, -0.734, -0.506, -1.120, 0.670, -0.874, 0.054, 0.534, 0.372, 0.533, -0.373, 0.005, 0.404, 0.417, -0.669, 0.996, -0.671, -0.625, -0.534, -0.691, -0.482, 0.292, 0.355, 0.255, 0.414, 0.265, 0.456, 0.456, 0.110, -0.695, 0.998, -0.528, -0.463, -0.198, -0.817, -0.755, 0.346, 0.164, -0.274, 0.581, 0.348, 0.413, 0.381, 0.452, -0.732, 1.212, -0.593, -0.685, -0.610, -0.529, -0.777, 0.461, 0.324, 0.322, 0.285, 0.332, 0.267, 0.339, 0.325, -1.337, -0.631, 1.200, -0.202, 0.024, 0.384, 0.324, 0.338, 0.471, 0.262, -0.384, -0.412, -0.662, -0.495, -0.119, 0.300, -0.489, -0.047, 0.259, 0.387, 0.316, 0.306, -0.037, 0.323, -1.646, 0.052, 1.031, 0.151, -0.550, 0.356, 0.365, 0.466, -0.051, 0.352, -0.849, 0.423, -1.117, -0.557, 0.878, 0.005, -0.469, 0.201, 0.285, 0.380, 0.319, 0.455, -0.095, -0.195, -1.366, 0.204, 0.079, 0.140, -0.484, 0.313, 0.364, 0.403, 0.316, -0.137, -0.127, 0.271, -1.485, 0.227, 0.880, 0.097, -0.614, 0.362, 0.378, 0.382, 0.101, 0.011, 0.389, -0.658, 0.177, -0.504, 1.027, -0.286, -0.412, -0.486, 0.629, -0.532, 0.012, 0.527, 0.832, -1.148]
}

Record 2
{
  "formula": "C3H9N",
  "method": "wB97M-V/def2-TZVPD",
  "homo_lumo_gap_ha": 0.3453,
  "smiles": "CCNC",
  "charge": 0,
  "elements": ["C", "C", "N", "C", "H", "H", "H", "H", "H", "H", "H", "H", "H"],
  "coordinates": [[-1.1767, -0.8621, -0.5969], [-1.0619, 0.2662, 0.3029], [0.6302, -0.1996, 0.6675], [1.6930, 0.4966, -0.0378], [-1.2965, -1.8407, -0.1420], [-0.6836, -0.7804, -1.5604], [-2.3151, -0.3058, -0.6611], [-1.5956, 0.1693, 1.2438], [-1.0190, 1.2532, -0.1489], [0.8580, -0.2486, 1.6613], [1.8969, 1.4908, 0.3841], [2.6342, -0.0702, -0.0173], [1.4361, 0.6314, -1.0953]],
  "forces_ev_per_angstrom": [[-5.7, 2.0, -0.8], [6.8, -1.1, 1.9], [-1.4, 0.6, 0.5], [-0.3, 0.5, 0.2], [0.3, 0.2, -0.1], [0.0, -0.1, 0.2], [1.0, -2.7, -1.7], [0.0, 0.2, -0.1], [-0.2, 0.0, 0.1], [-0.3, 0.3, -0.2], [0.1, 0.1, -0.2], [-0.3, 0.0, 0.1], [-0.1, -0.1, 0.1]],
  "nbo_charge": [-0.558, -0.219, -0.715, -0.419, 0.229, 0.222, 0.170, 0.210, 0.205, 0.344, 0.159, 0.194, 0.178]
}

Record 3
{
  "formula": "C22H27IN2NiOSSi",
  "method": "wB97M-V/def2-TZVPD",
  "homo_lumo_gap_ha": [0.2844, 0.2840],
  "charge": 0,
  "elements": ["Ni", "C", "C", "C", "C", "C", "C", "N", "N", "Si", "C", "C", "C", "H", "H", "H", "H", "H", "H", "H", "H", "H", "H", "H", "H", "H", "H", "H", "O", "S", "C", "C", "C", "C", "C", "C", "C", "C", "C", "C", "C", "C", "H", "H", "H", "H", "H", "H", "H", "H", "H", "H", "I", "C", "H", "H"],
  "coordinates": [[-0.1271, -0.1463, -0.1653], [2.0116, -2.6274, 1.3109], [2.3519, -1.9783, 0.0020], [3.5352, -2.2442, -0.6642], [3.8016, -1.5713, -1.8586], [2.9223, -0.6428, -2.3627], [1.7322, -0.3948, -1.6461], [1.4793, -1.1172, -0.5240], [0.7554, 0.4961, -1.8624], [0.9137, 2.0644, -2.5505], [-0.7086, 2.9454, -2.2467], [2.3125, 3.0080, -1.7287], [1.2234, 2.0239, -4.4015], [2.7334, -2.3294, 2.0729], [2.0443, -3.7140, 1.2276], [1.0212, -2.3190, 1.6363], [4.2365, -2.9588, -0.2562], [4.7256, -1.7727, -2.3878], [3.1266, -0.0946, -3.2717], [-0.9759, 2.9089, -1.1888], [-1.5159, 2.4762, -2.8146], [-0.6536, 3.9969, -2.5423], [2.2010, 2.9598, -0.6434], [2.3113, 4.0584, -2.0352], [3.2879, 2.5851, -1.9832], [0.4073, 1.5147, -4.9194], [2.1500, 1.4997, -4.6469], [1.2995, 3.0391, -4.8009], [0.7267, 1.7036, 1.2603], [-0.6541, 2.0064, 1.7568], [-0.5621, 2.1876, 3.5421], [0.6634, 2.4320, 4.1361], [0.7274, 2.5581, 5.5155], [-0.4268, 2.4369, 6.2801], [-1.6481, 2.1774, 5.6712], [-1.7182, 2.0422, 4.2923], [-0.9564, 3.7422, 1.3937], [0.1118, 4.5314, 1.0055], [-0.1189, 5.8572, 0.6684], [-1.4076, 6.3725, 0.7193], [-2.4721, 5.5645, 1.1002], [-2.2501, 4.2371, 1.4325], [1.5486, 2.5038, 3.5153], [1.6781, 2.7480, 5.9963], [-0.3727, 2.5344, 7.3566], [-2.5423, 2.0679, 6.2705], [-2.6606, 1.8164, 3.8060], [1.1000, 4.0932, 0.9512], [0.7063, 6.4844, 0.3570], [-1.5855, 7.4054, 0.4495], [-3.4765, 5.9664, 1.1224], [-3.0773, 3.5903, 1.7025], [-2.7774, -0.3929, -0.3607], [-1.2163, -1.3988, 0.7424], [-1.1637, -2.4201, 0.3732], [-1.4785, -1.3923, 1.7991]],
  "forces_ev_per_angstrom": [[-0.2, -0.5, -0.8], [0.0, 0.0, 0.0], [0.0, -0.1, -0.2], [0.0, -0.1, 0.1], [0.0, 0.1, 0.0], [0.0, 0.0, 0.0], [0.2, 0.1, -0.1], [0.3, 0.0, 0.3], [0.0, 0.1, 0.4], [-0.1, 0.0, -0.1], [0.0, 0.0, 0.0], [0.0, 0.0, 0.0], [0.0, 0.0, 0.0], [0.0, 0.0, 0.0], [0.0, 0.0, 0.0], [0.0, 0.0, 0.0], [0.0, 0.0, 0.0], [0.0, 0.0, 0.0], [0.0, 0.0, 0.0], [0.0, 0.0, 0.0], [0.0, 0.0, 0.0], [0.0, 0.0, 0.0], [0.0, 0.0, 0.0], [0.0, 0.0, 0.0], [0.0, 0.0, 0.0], [0.0, 0.0, 0.0], [0.0, 0.0, 0.0], [0.0, 0.0, 0.0], [-0.2, -0.1, 0.0], [-0.2, 0.3, 0.3], [0.1, -0.1, 0.0], [0.1, 0.0, 0.0], [0.0, 0.0, 0.0], [0.0, 0.0, 0.0], [0.0, 0.0, 0.0], [0.0, 0.0, 0.0], [0.1, 0.0, -0.1], [0.0, 0.0, 0.0], [0.0, 0.0, 0.0], [0.0, 0.0, 0.0], [0.0, 0.0, 0.0], [0.0, -0.1, 0.0], [0.0, 0.0, 0.0], [0.0, 0.0, 0.0], [0.0, 0.0, 0.0], [0.0, 0.0, 0.0], [0.0, 0.0, 0.0], [0.0, 0.0, 0.0], [0.0, 0.0, 0.0], [0.0, 0.0, 0.0], [0.0, 0.0, 0.0], [0.0, 0.0, 0.0], [-0.1, 0.1, 0.0], [0.2, 0.1, 0.4], [-0.1, 0.0, -0.1], [-0.1, 0.1, 0.0]],
  "nbo_charge": [1.005, -0.645, 0.265, -0.342, -0.124, -0.331, 0.427, -0.555, -1.162, 1.817, -1.122, -1.137, -1.127, 0.228, 0.224, 0.230, 0.215, 0.212, 0.219, 0.226, 0.238, 0.231, 0.240, 0.228, 0.235, 0.237, 0.226, 0.231, -0.986, 1.265, -0.167, -0.232, -0.198, -0.203, -0.192, -0.245, -0.279, -0.212, -0.187, -0.201, -0.220, -0.152, 0.243, 0.220, 0.218, 0.218, 0.223, 0.246, 0.219, 0.218, 0.219, 0.213, 0.059, -0.869, 0.199, 0.193]
}

Max |F|: 3.85 7.11 0.96 (eV/A)